Record 1
# C3H10N3PS

One molecule with the formula C3H10N3PS in a non-equilibrium geometry (wB97M-V/def2-TZVPD, OMol25).

The frontier orbital gap is 8.7 eV. The structure (SMILES) is C=CCSP(=N)(N)N. As for the LUMO energy: 0.702 eV. The HOMO energy comes out at -7.97 eV.

Atoms and positions in Å:
C (1.46, -1.43, -0.07)
C (1.59, -0.17, -0.83)
C (1.95, 0.98, -0.10)
N (-2.87, -0.09, 0.75)
N (-1.36, 0.19, -1.52)
N (-0.53, 1.11, 0.90)
P (-1.28, -0.06, 0.19)
S (-0.32, -1.92, 0.42)
H (1.89, -2.28, -0.54)
H (2.06, -1.39, 0.78)
H (1.25, -0.25, -1.80)
H (2.19, 1.95, -0.46)
H (2.33, 0.86, 0.96)
H (-3.50, -0.84, 0.48)
H (-2.93, 0.30, 1.72)
H (-1.70, -0.38, -2.30)
H (-1.85, 1.00, -1.54)
H (-0.90, 2.02, 0.77)

Let us look at the Löwdin charges, expressed in e, one per atom:
1. C -0.50
2. C -0.27
3. C 0.00
4. N -0.14
5. N -0.10
6. N -0.22
7. P 0.23
8. S 0.62
9. H 0.05
10. H 0.04
11. H 0.05
12. H 0.04
13. H 0.08
14. H 0.04
15. H 0.07
16. H 0.06
17. H -0.02
18. H -0.03

***

Record 2
# CHCl3S

A 2-piece molecular cluster, CHCl3S overall in a non-equilibrium geometry (wB97M-V/def2-TZVPD, OMol25).

The frontier orbital gap is 9.0 eV. As for the LUMO energy: -0.371 eV. The HOMO energy comes out at -9.35 eV.

Atoms and positions in Å:
C (0.81, -1.29, 0.23)
S (1.38, -2.03, -1.24)
Cl (2.13, -0.76, 1.16)
Cl (-0.27, -2.35, 1.12)
Cl (-0.41, -2.24, -1.97)
H (0.03, 0.04, -0.51)

Let us look at the Löwdin charges, expressed in e, one per atom:
1. C -1.72
2. S 0.30
3. Cl 0.56
4. Cl 0.50
5. Cl 0.16
6. H 0.20

***

Record 3
# C4H4BClO2S

One molecule with the formula C4H4BClO2S in a non-equilibrium geometry (wB97M-V/def2-TZVPD, OMol25).

The frontier orbital gap (alpha / beta) is 7.1 / 7.1 eV. As for the LUMO energy (alpha / beta): -1.063 / -1.062 eV. The HOMO energy (alpha / beta) comes out at -8.16 / -8.16 eV.

Atoms and positions in Å:
B (-0.82, -1.01, -0.03)
C (1.10, 1.03, -0.12)
C (2.51, 1.11, -0.04)
C (0.36, -0.06, -0.13)
C (3.28, -0.02, -0.01)
O (-2.04, -0.41, 0.01)
O (-0.60, -2.34, 0.05)
S (2.67, -1.59, -0.08)
Cl (4.99, 0.18, 0.07)
H (0.57, 1.98, -0.18)
H (2.99, 2.08, 0.00)
H (-2.79, -1.00, 0.08)
H (-1.36, -2.92, 0.12)

Let us look at the Löwdin charges, expressed in e, one per atom:
1. B -0.75
2. C -0.15
3. C -0.25
4. C 0.21
5. C -1.20
6. O 0.18
7. O 0.16
8. S 0.74
9. Cl 0.61
10. H 0.14
11. H 0.09
12. H 0.11
13. H 0.11

***

Record 4
# C11H19F8O9P2Tl

C11H19F8O9P2Tl as an isolated structure in a non-equilibrium geometry (wB97M-V/def2-TZVPD, OMol25).

The frontier orbital gap is 5.2 eV. As for the LUMO energy: -2.936 eV. The HOMO energy comes out at -8.11 eV.

Atoms and positions in Å:
Tl (21.65, 5.02, 18.86)
P (21.49, 4.60, 24.25)
O (21.37, 4.34, 25.82)
O (21.71, 3.30, 23.42)
O (22.63, 5.50, 23.65)
O (20.22, 5.21, 23.53)
C (15.56, 14.06, 16.03)
C (16.01, 12.63, 16.25)
O (16.70, 12.20, 15.04)
P (18.35, 12.02, 15.11)
O (18.94, 10.87, 15.82)
O (18.77, 11.97, 13.55)
C (18.09, 12.76, 12.60)
C (17.07, 11.99, 11.79)
O (18.93, 13.53, 15.60)
C (20.25, 13.92, 15.54)
C (20.38, 15.49, 15.60)
H (15.10, 14.24, 15.06)
H (14.89, 14.38, 16.83)
H (16.42, 14.73, 16.12)
H (16.66, 12.58, 17.13)
H (15.16, 11.97, 16.41)
H (17.56, 13.63, 12.99)
H (18.82, 13.25, 11.96)
H (16.57, 12.60, 11.04)
H (17.48, 11.08, 11.35)
H (16.31, 11.64, 12.49)
H (20.72, 13.42, 16.39)
H (20.71, 13.61, 14.60)
H (19.84, 15.93, 14.76)
H (19.88, 15.84, 16.50)
H (21.39, 15.87, 15.70)
C (29.49, 6.90, 23.27)
C (29.75, 5.37, 23.05)
C (28.48, 4.58, 22.63)
F (27.93, 5.06, 21.47)
F (28.74, 3.32, 22.53)
F (30.70, 5.21, 22.12)
F (30.23, 4.89, 24.18)
O (30.62, 7.74, 23.76)
C (30.83, 8.94, 23.05)
C (32.09, 9.67, 23.57)
F (33.26, 9.07, 23.38)
F (32.26, 10.87, 23.08)
F (30.95, 8.65, 21.74)
F (29.72, 9.60, 23.25)
H (28.59, 7.05, 23.87)
H (29.11, 7.25, 22.31)
H (27.67, 4.59, 23.36)
H (31.95, 9.81, 24.65)

Let us look at the Löwdin charges, expressed in e, one per atom:
1. Tl 0.98
2. P 0.03
3. O -0.38
4. O -0.18
5. O -0.25
6. O -0.19
7. C -0.08
8. C -0.24
9. O -0.21
10. P 0.55
11. O -0.25
12. O -0.17
13. C -0.32
14. C -0.07
15. O -0.22
16. C -0.29
17. C -0.05
18. H 0.08
19. H 0.08
20. H 0.07
21. H 0.12
22. H 0.12
23. H 0.11
24. H 0.12
25. H 0.08
26. H 0.08
27. H 0.07
28. H 0.12
29. H 0.11
30. H 0.07
31. H 0.07
32. H 0.07
33. C -0.02
34. C -0.48
35. C -0.35
36. F 0.08
37. F 0.15
38. F 0.14
39. F 0.15
40. O 0.02
41. C -0.54
42. C -0.34
43. F 0.13
44. F 0.13
45. F 0.14
46. F 0.18
47. H 0.14
48. H 0.13
49. H 0.17
50. H 0.17

***

Record 5
# C6H13N

One molecule with the formula C6H13N in a non-equilibrium geometry (wB97M-V/def2-TZVPD, OMol25).

The frontier orbital gap is 10.1 eV. The structure (SMILES) is C/C=C/CCCN. As for the LUMO energy: 1.186 eV. The HOMO energy comes out at -8.87 eV.

Atoms and positions in Å:
C (-1.49, 0.24, -1.50)
C (-0.82, -0.81, -0.60)
C (-0.68, -0.40, 0.86)
C (3.14, 0.46, 1.20)
C (1.83, -0.11, 0.74)
C (0.64, 0.23, 1.22)
N (-2.90, -0.04, -1.69)
H (-0.98, 0.25, -2.47)
H (-1.34, 1.25, -1.08)
H (0.13, -1.12, -1.03)
H (-1.42, -1.71, -0.72)
H (-0.94, -1.20, 1.54)
H (-1.40, 0.41, 1.05)
H (3.53, -0.02, 2.09)
H (3.06, 1.53, 1.41)
H (3.89, 0.41, 0.41)
H (1.88, -0.78, -0.12)
H (0.59, 0.95, 2.03)
H (-3.30, 0.39, -2.51)
H (-3.42, 0.04, -0.83)

Let us look at the Löwdin charges, expressed in e, one per atom:
1. C -0.30
2. C -0.21
3. C -0.21
4. C -0.11
5. C -0.17
6. C -0.13
7. N -0.01
8. H 0.11
9. H 0.10
10. H 0.09
11. H 0.11
12. H 0.11
13. H 0.10
14. H 0.07
15. H 0.07
16. H 0.06
17. H 0.09
18. H 0.11
19. H 0.06
20. H 0.06

***

Record 6
# C9H18ClIMgO9

C9H18ClIMgO9 as an isolated structure in a non-equilibrium geometry (wB97M-V/def2-TZVPD, OMol25).

The frontier orbital gap is 8.4 eV. As for the LUMO energy: 0.247 eV. The HOMO energy comes out at -8.16 eV.

Atoms and positions in Å:
Mg (-0.60, -0.55, 1.36)
I (-2.95, -0.43, 2.17)
Cl (1.23, -1.42, 2.37)
C (-2.14, 1.03, -2.05)
O (-0.73, 1.01, -2.42)
C (0.24, 0.67, -1.51)
O (0.04, 0.18, -0.42)
O (1.52, 0.86, -1.96)
C (1.93, 1.47, -3.12)
H (-2.57, 0.04, -1.94)
H (-2.71, 1.49, -2.85)
H (-2.26, 1.58, -1.11)
H (1.37, 2.37, -3.34)
H (1.72, 0.72, -3.88)
H (3.00, 1.68, -3.11)
C (-2.53, -4.49, -0.83)
O (-1.13, -4.38, -0.86)
C (-0.47, -3.29, -0.53)
O (-0.88, -2.29, 0.11)
O (0.70, -3.45, -1.17)
C (1.75, -2.55, -0.85)
H (-2.77, -5.45, -1.30)
H (-3.16, -3.74, -1.33)
H (-2.70, -4.60, 0.24)
H (1.46, -1.50, -0.91)
H (2.46, -2.72, -1.66)
H (2.21, -2.68, 0.13)
C (-1.12, 2.94, 3.97)
O (-0.02, 3.28, 3.13)
C (0.51, 2.53, 2.27)
O (0.08, 1.45, 1.85)
O (1.70, 3.06, 1.97)
C (2.62, 2.28, 1.30)
H (-0.83, 2.15, 4.66)
H (-2.12, 2.65, 3.64)
H (-1.37, 3.78, 4.63)
H (2.20, 1.85, 0.40)
H (2.94, 1.50, 2.00)
H (3.38, 2.99, 0.95)

Let us look at the Löwdin charges, expressed in e, one per atom:
1. Mg -0.17
2. I 0.17
3. Cl -0.04
4. C 0.01
5. O 0.00
6. C -0.45
7. O 0.01
8. O -0.01
9. C -0.06
10. H 0.10
11. H 0.10
12. H 0.10
13. H 0.10
14. H 0.10
15. H 0.10
16. C -0.03
17. O 0.01
18. C -0.49
19. O -0.04
20. O 0.02
21. C -0.05
22. H 0.10
23. H 0.10
24. H 0.11
25. H 0.06
26. H 0.10
27. H 0.06
28. C -0.01
29. O 0.07
30. C -0.58
31. O -0.02
32. O 0.02
33. C -0.04
34. H 0.11
35. H 0.08
36. H 0.09
37. H 0.08
38. H 0.11
39. H 0.10

***

Calculated M, 151.18, 151.45, 162.41, 713.58, 99.18, 456.90 g mol⁻¹ (same order as the records).
Calculated energy, -1024.0814, -1817.3572, -1188.5377, -2761.7163, -291.1274, -1989.0211 hartree (same order as the records).